Here is a cluster of 17 separate species, C83H191N13O17 in total at a distorted geometry from the OMol25 dataset. Energies are from ωB97M-V with the def2-TZVPD basis set.

```
304
Properties=species:S:1:pos:R:3:forces:R:3
C -0.2428 0.6822 1.1849 0.877 0.198 0.684
O -0.1033 0.3210 2.3802 -0.471 0.333 -1.654
N 0.2697 1.8578 0.7107 -0.440 -0.581 2.078
N -0.8205 -0.0677 0.2098 -0.322 -1.072 0.773
H 0.9001 2.3469 1.3314 -0.089 0.133 -0.382
H 0.2846 2.0121 -0.2569 0.220 0.351 -1.094
H -1.2227 -0.9665 0.4171 0.053 -0.049 0.520
H -1.2178 0.3322 -0.5984 -0.137 0.804 -0.946
C -1.8778 -4.6566 4.7670 -1.502 -1.543 -0.726
O -1.3818 -4.0207 5.6618 1.172 1.417 0.871
N -2.0480 -6.0153 4.9277 1.958 -0.075 2.056
N -2.3866 -4.2085 3.6051 0.100 0.409 -0.791
H -1.7475 -6.3256 5.8757 -0.767 0.218 -1.358
H -2.8019 -6.4512 4.4862 -1.062 -0.838 -0.501
H -2.7674 -4.9148 2.9487 0.556 1.130 0.345
H -2.1571 -3.2414 3.3125 -0.609 -0.775 0.215
O 1.7821 -3.4265 -4.0248 -1.544 1.103 -0.432
H 1.9048 -3.3525 -3.0870 0.041 0.153 1.364
H 2.4654 -3.9940 -4.2882 1.727 -1.220 -0.986
O 1.9049 -6.6779 -0.9495 0.401 -0.105 1.328
H 1.8203 -6.7037 0.0418 0.132 0.232 -1.183
H 1.0174 -6.7352 -1.2919 -0.571 -0.081 -0.082
O 2.4847 -3.9676 -1.3972 -2.190 -0.374 -4.707
H 2.3523 -4.9160 -1.3338 -0.406 -0.820 -0.231
H 2.9104 -3.8310 -0.6320 2.525 1.218 4.803
O -0.8542 -3.5119 -3.9410 -1.448 -0.196 -0.707
H -0.0619 -3.9328 -4.3210 -0.333 0.328 -0.057
H -1.6484 -3.6342 -4.5316 1.615 0.004 0.792
O -1.3023 -1.2882 5.9827 1.013 -0.512 -0.987
H -1.3969 -2.2687 5.8931 -0.166 0.295 0.288
H -0.5520 -1.1611 5.3495 -0.783 0.338 0.802
O -2.5135 -1.2991 3.0347 -0.329 -0.246 -0.358
H -2.9767 -0.8396 3.7329 -1.038 -0.131 0.818
H -1.8028 -0.6753 2.9487 1.456 0.416 -0.602
C 2.7168 -3.2463 3.6258 1.577 1.226 0.005
C 2.7901 -3.1457 2.1182 -1.527 -0.342 -0.780
C 3.7774 -2.0519 1.6918 -0.508 1.923 1.061
C 5.2606 -2.3211 1.8229 -0.590 -2.653 -0.088
C 5.4533 -3.6370 1.0244 1.797 -0.068 0.882
C 4.6544 -4.8358 1.5139 -0.805 0.278 0.886
N 3.2028 -4.4331 1.4235 0.394 0.566 0.035
O 2.3867 -5.5175 1.8348 -0.231 0.073 -0.380
C 4.9200 -5.9849 0.5724 0.562 0.040 -1.981
C 5.0104 -5.3009 2.9096 -0.043 -1.945 0.388
C 1.3092 -2.8245 1.5431 2.327 0.306 -0.411
H 3.7410 -3.3557 3.9910 -0.201 -0.228 0.256
H 2.1142 -4.0441 3.9903 -0.701 -0.453 0.460
H 2.4304 -2.2686 4.0395 -0.529 -0.392 -0.097
H 3.6203 -1.8989 0.6353 -0.229 0.287 -0.395
H 3.5570 -1.0631 2.2443 -0.266 -1.669 -1.236
H 5.6939 -2.4019 2.8218 -0.482 -0.178 0.254
H 5.8436 -1.5758 1.3695 0.573 1.310 -0.862
H 6.5444 -3.9461 1.0180 -1.138 0.337 -0.120
H 5.1229 -3.5048 0.0029 0.180 0.336 -0.513
H 4.2858 -5.9294 -0.3122 -0.453 -0.173 0.200
H 5.9103 -5.9482 0.0758 -0.066 0.384 0.701
H 4.8980 -6.9689 0.9901 -0.546 -0.539 0.474
H 4.2412 -5.9343 3.3915 -0.154 0.178 -0.649
H 5.8192 -6.0473 2.8289 0.264 0.798 0.311
H 5.1448 -4.5653 3.6602 0.887 0.857 0.355
H 1.4149 -2.7738 0.4254 -0.520 -0.008 1.065
H 0.9018 -1.9052 1.9599 0.369 0.330 -0.069
H 0.6194 -3.5788 1.8551 -0.244 -0.814 -0.055
H 2.3281 -5.5182 2.8015 0.157 0.024 0.001
C -5.2081 -3.5864 1.3714 2.025 1.139 1.944
C -5.1820 -4.5647 0.2462 -0.605 -0.264 -1.530
C -5.5400 -3.8577 -1.0474 0.317 -0.851 -1.453
C -4.4946 -2.8555 -1.4825 1.011 -1.689 -0.828
C -3.1704 -3.6223 -1.7478 -0.717 0.348 0.819
C -2.7419 -4.5252 -0.5648 0.425 1.930 0.483
N -3.9385 -5.2595 -0.0495 1.124 -0.132 -0.086
O -3.6135 -5.9432 1.1626 1.139 -0.881 -0.074
C -1.7008 -5.4621 -1.1005 1.119 -1.470 0.255
C -1.9498 -3.6264 0.4726 0.498 -2.012 1.145
C -6.2224 -5.6512 0.5111 0.150 0.235 1.905
H -5.2239 -4.0833 2.3672 -0.218 0.313 -0.608
H -6.0309 -2.9040 1.2670 -0.776 0.041 0.123
H -4.3251 -2.8789 1.4331 -0.908 -0.940 -0.249
H -5.6313 -4.6604 -1.8475 -0.035 0.951 0.769
H -6.4651 -3.3260 -0.9789 -0.936 0.006 0.275
H -4.3676 -2.1166 -0.7139 0.084 0.690 0.104
H -4.7831 -2.4595 -2.4546 -0.187 0.602 0.217
H -2.3605 -2.9332 -1.9527 0.235 0.110 0.006
H -3.2628 -4.2236 -2.6468 -0.281 -0.228 -0.127
H -1.4363 -6.2309 -0.3265 -0.089 0.571 -0.573
H -2.0353 -5.9796 -1.9915 -0.285 -0.256 -0.154
H -0.7577 -4.9521 -1.4092 -0.754 -0.026 0.420
H -1.0962 -3.1350 0.0209 -0.340 0.670 -0.642
H -2.5523 -3.0196 1.1351 0.033 0.509 -0.341
H -1.3383 -4.2618 1.1849 -1.065 0.129 -0.630
H -6.6101 -6.1232 -0.3568 0.022 -0.506 -0.982
H -7.0765 -5.1364 0.9820 0.182 -0.478 0.118
H -5.7561 -6.4055 1.2099 -0.980 0.813 -0.669
H -3.4069 -6.8515 0.8602 -0.188 0.715 0.321
C 0.8043 1.9647 6.4483 0.059 0.557 0.398
C 1.7921 2.5470 5.4146 -1.591 -0.888 -0.428
C 2.7483 3.5957 6.0681 -0.120 -1.333 -0.983
C 3.9590 3.9439 5.1677 -0.366 -1.281 0.564
C 4.6519 2.6289 4.7729 1.462 -0.032 0.387
C 3.7625 1.5540 4.1766 -0.435 1.351 -0.710
N 2.5726 1.3814 5.0269 1.492 -0.685 -0.177
O 1.7668 0.3273 4.5083 0.072 0.825 0.058
C 3.4834 2.0105 2.7144 -1.511 -1.882 -0.563
C 4.5554 0.2920 4.1185 -0.513 -1.606 -0.348
C 0.8938 3.1257 4.2659 -0.464 2.105 1.230
H 0.0502 1.2372 6.0739 0.736 0.620 0.113
H 0.3192 2.7646 6.9919 -0.587 0.474 -0.232
H 1.4085 1.5423 7.2209 0.362 -0.996 0.480
H 2.1489 4.4606 6.3043 -0.086 0.377 0.298
H 3.1114 3.0872 6.9696 -0.028 0.414 0.071
H 4.5950 4.6398 5.7134 0.251 -0.099 -0.169
H 3.6395 4.4062 4.2579 -0.348 0.640 -0.528
H 5.2326 2.1728 5.5837 -0.517 0.233 0.557
H 5.4673 2.7087 4.0297 -0.381 0.734 0.069
H 4.3681 2.0455 2.0917 0.416 -0.204 0.078
H 2.7896 1.2379 2.2038 0.836 1.257 0.644
H 3.0590 2.9962 2.6543 -0.484 0.395 0.032
H 4.9874 0.0107 5.0718 0.006 0.012 0.261
H 3.9215 -0.5421 3.7586 0.345 0.575 0.729
H 5.3361 0.3562 3.3740 0.458 0.264 -0.133
H 1.3584 4.0683 3.9615 0.164 -0.232 -0.784
H -0.0647 3.5495 4.7188 0.924 -1.009 -0.525
H 0.6379 2.4886 3.4162 0.142 0.046 0.340
H 1.2467 0.7590 3.8112 -0.280 -0.558 -0.299
C -4.0296 2.4850 -6.1863 2.087 0.806 0.693
C -3.2694 2.1015 -4.9001 0.128 -0.196 0.416
C -4.0508 1.0137 -4.1444 -2.005 -0.286 -1.584
C -3.3314 0.3317 -3.0476 1.038 -0.771 2.106
C -2.0957 -0.3180 -3.6372 -1.382 1.381 -2.354
C -1.1553 0.6917 -4.3229 -1.114 0.699 0.473
N -1.9606 1.5246 -5.3238 -0.748 -1.674 0.947
O -1.1465 2.5180 -5.8430 0.869 1.249 0.680
C -0.4521 1.5488 -3.2757 1.673 0.950 0.308
C -0.1462 -0.0803 -5.0975 -0.115 -1.442 -1.803
C -3.1732 3.2927 -3.9578 -0.537 0.762 -0.280
H -4.1496 1.5935 -6.7461 -0.487 -0.759 -0.739
H -3.4154 3.2085 -6.7843 -0.669 -0.483 0.532
H -4.9336 2.9437 -5.8636 -0.974 0.289 -0.221
H -5.0160 1.4009 -3.7617 0.597 0.276 -0.387
H -4.3831 0.2820 -4.9278 0.419 0.122 0.668
H -3.9215 -0.4586 -2.5097 0.154 0.794 -0.718
H -3.0345 1.0281 -2.2081 -0.363 -0.398 -0.813
H -2.4445 -1.0090 -4.4130 -0.020 0.000 -0.148
H -1.5465 -0.9221 -3.0145 1.418 -1.209 1.909
H -1.1033 2.0156 -2.5346 -0.221 -0.180 -0.006
H 0.3997 1.0285 -2.6992 -1.350 0.425 -1.079
H 0.0133 2.4143 -3.8197 -0.194 -0.760 0.533
H -0.5928 -0.2952 -6.1166 0.322 -0.186 1.129
H 0.7280 0.5097 -5.3620 0.398 -0.142 0.464
H 0.0434 -1.0670 -4.5790 0.330 1.116 -0.623
H -3.0236 2.9484 -2.9324 0.012 0.331 -0.037
H -4.1363 3.8855 -4.0209 1.109 -0.546 0.241
H -2.3367 3.9169 -4.2697 -0.059 0.256 0.160
H -1.1303 2.4485 -6.7908 -0.196 -0.490 -0.589
C 0.3132 6.1926 -0.1777 -0.611 -0.905 -1.363
C 1.2175 5.7731 -1.3772 -1.634 0.219 0.406
C 1.0299 6.7344 -2.5037 0.601 1.896 0.107
C 1.7137 8.0696 -2.1779 2.017 -0.816 -3.129
C 3.2388 7.8784 -2.0537 -0.126 -1.715 0.650
C 3.4470 6.8833 -0.8687 -0.588 2.312 0.800
N 2.6205 5.7285 -1.1188 1.587 -1.383 0.282
O 2.8886 4.9082 -0.0009 -1.345 0.060 1.352
C 4.8767 6.4550 -0.7042 0.884 -0.871 -0.584
C 3.1537 7.7021 0.4811 -0.005 -0.229 -1.207
C 0.6695 4.4909 -1.9902 0.416 -0.976 0.938
H -0.7493 6.1528 -0.5319 0.786 0.001 0.443
H 0.5210 7.1756 0.1576 0.168 0.973 0.286
H 0.4475 5.5198 0.6463 -0.012 -0.437 0.453
H 1.4020 6.2707 -3.4290 0.136 0.467 0.140
H -0.0051 6.9853 -2.6526 -0.701 -0.366 -0.045
H 1.3679 8.5867 -1.3273 -0.797 0.448 0.795
H 1.6350 8.6783 -3.0769 -0.591 0.537 0.128
H 3.6887 8.8200 -1.7878 0.441 0.368 -0.050
H 3.7444 7.4404 -2.9649 -0.759 0.580 0.703
H 5.2267 6.3424 0.3184 -0.404 -0.300 0.219
H 5.1370 5.5230 -1.2572 -0.209 0.748 0.133
H 5.4539 7.2750 -1.0746 0.770 0.439 -0.523
H 2.9303 7.0381 1.3010 0.330 -0.283 0.310
H 4.0165 8.3592 0.6825 -0.283 -0.422 0.080
H 2.2918 8.3396 0.3743 -0.275 0.337 -0.036
H -0.3074 4.7813 -2.4060 0.249 -0.674 0.035
H 0.5773 3.6609 -1.2522 -0.163 0.666 -0.481
H 1.3630 4.1376 -2.7653 -0.320 0.137 -0.036
H 3.4435 4.1800 -0.2522 0.370 -0.766 -0.711
C 6.3811 2.6966 -0.4576 -0.088 -0.259 0.526
C 5.8262 1.7969 -1.5767 1.792 -0.431 0.772
C 6.7872 0.5449 -1.7745 -0.669 2.222 -1.328
C 6.0619 -0.5479 -2.5657 1.778 -0.725 1.975
C 4.7571 -0.8074 -1.8845 -1.889 -0.914 0.551
C 3.7529 0.4060 -1.9249 0.263 -1.285 0.736
N 4.4733 1.3921 -1.0802 0.969 -0.526 -2.006
O 3.7054 2.5228 -1.1202 -1.317 2.208 0.343
C 3.2632 0.8000 -3.3335 1.013 -1.073 -0.557
C 2.4859 0.0964 -1.1059 0.511 -0.782 -0.315
C 5.8310 2.5453 -2.9253 0.537 -1.295 1.028
H 5.9322 3.6899 -0.4846 -0.174 -0.086 0.103
H 7.4637 2.8779 -0.4944 -0.163 -0.379 -0.205
H 6.1172 2.2065 0.5080 0.335 0.472 -0.527
H 7.6182 1.0228 -2.3400 -0.289 -0.648 0.096
H 7.2584 0.2143 -0.8740 -0.226 -0.465 0.875
H 6.7439 -1.4494 -2.4796 -0.978 0.713 -0.664
H 5.8845 -0.2522 -3.5686 0.193 0.013 -1.055
H 4.9000 -0.9695 -0.7927 0.168 0.012 -0.586
H 4.2954 -1.7594 -2.2505 0.038 0.832 0.081
H 2.5938 0.0248 -3.6937 -0.398 -0.164 0.288
H 2.7481 1.7227 -3.4537 -0.606 0.899 0.400
H 4.0061 0.8053 -4.1245 0.467 0.026 0.141
H 1.9078 -0.7102 -1.5330 0.127 -0.697 -0.192
H 2.7379 -0.1378 -0.0774 -0.027 0.029 0.147
H 1.7884 0.8982 -1.1248 -0.146 0.994 0.104
H 5.5996 1.7863 -3.6523 -0.157 0.480 -0.760
H 6.7916 2.9988 -3.1378 0.312 -0.150 0.114
H 5.1576 3.3477 -2.8508 -1.119 1.107 -0.568
H 3.6686 2.8533 -2.0435 -0.111 -0.209 0.485
C 2.5580 -4.2740 -8.8467 -0.849 0.035 -0.552
C 2.8789 -4.5917 -7.3608 -0.697 -1.134 -1.389
C 4.1295 -5.4655 -7.2863 0.211 -0.744 -0.958
C 5.5062 -4.7334 -7.3521 -1.437 -0.858 -0.326
C 5.5620 -3.5705 -6.4199 -1.333 -0.333 -0.442
C 4.3762 -2.6517 -6.7057 -0.782 -0.725 -0.808
N 3.0979 -3.4393 -6.5852 1.364 1.547 1.229
O 2.0409 -2.5057 -6.7220 -0.548 -0.134 1.345
C 4.3311 -1.6441 -5.6107 0.961 0.038 2.034
C 4.5516 -1.9364 -8.0846 0.622 0.157 0.685
C 1.6822 -5.4135 -6.7979 0.100 0.914 0.642
H 3.4330 -4.2553 -9.5391 -0.579 0.436 0.714
H 1.9874 -3.3387 -8.7547 0.488 0.056 -0.811
H 1.8398 -4.9721 -9.3443 0.562 0.122 0.721
H 3.9711 -6.2240 -6.5143 0.612 0.301 0.349
H 4.0681 -6.0158 -8.2392 0.136 -0.331 0.428
H 5.5782 -4.4471 -8.3922 0.366 0.419 -0.271
H 6.2949 -5.4363 -7.1818 0.500 -0.524 0.187
H 6.4424 -2.9816 -6.5572 0.829 0.255 0.234
H 5.4528 -3.9692 -5.4161 0.275 0.250 0.426
H 3.6326 -0.8634 -5.7302 -0.807 0.962 -0.597
H 4.0530 -2.0827 -4.6092 0.444 0.042 -1.011
H 5.3327 -1.1947 -5.4958 -0.325 -0.058 -0.046
H 5.5026 -1.3465 -7.9633 -0.701 -0.591 -0.572
H 4.5799 -2.6368 -8.9551 0.143 0.849 0.829
H 3.7522 -1.1967 -8.1993 0.017 -0.291 -0.186
H 1.8788 -5.7068 -5.7575 0.103 -0.106 -0.238
H 1.6187 -6.2740 -7.4264 -0.241 -0.843 -0.219
H 0.6885 -4.9181 -6.7763 0.744 0.087 -0.384
H 1.7947 -2.4146 -5.7626 -0.154 0.038 -1.074
C -5.7172 0.3968 0.2504 0.885 -1.213 0.646
C -5.9203 1.8907 0.0507 0.176 0.152 0.033
C -7.2468 2.1564 0.7501 -0.522 -2.082 -0.107
C -7.5496 3.5547 0.9989 1.661 2.098 -0.406
C -6.4098 4.2549 1.7742 0.646 -1.712 0.256
C -4.9571 3.9966 1.2123 -0.791 1.474 0.109
N -4.9205 2.5989 0.8689 0.401 -2.033 0.360
O -3.6426 2.2131 0.3881 1.216 -0.718 0.558
C -4.6748 4.8636 -0.0031 -1.300 0.427 -0.748
C -3.8881 4.2842 2.3170 -1.553 -1.272 -0.067
C -5.9088 2.1662 -1.4965 -0.652 0.134 0.213
H -5.5916 0.1848 1.3349 -0.628 0.058 -0.474
H -4.7802 -0.0194 -0.1388 -0.090 0.437 -0.507
H -6.5320 -0.2096 -0.2045 0.343 0.501 0.474
H -8.0053 1.6594 0.1140 0.003 0.241 0.445
H -7.2280 1.6416 1.7392 0.048 -0.003 -0.680
H -8.5078 3.7058 1.4349 -0.734 0.186 0.583
H -7.5299 4.0825 0.0669 -0.556 0.382 -0.958
H -6.3291 3.8007 2.7584 -0.360 0.125 0.489
H -6.6349 5.2943 1.8687 0.156 0.815 0.107
H -5.5542 4.7169 -0.7093 1.152 0.610 0.593
H -4.5553 5.9292 0.2792 -0.228 -0.511 -0.256
H -3.7759 4.5398 -0.5154 0.210 -0.075 -0.080
H -3.9298 5.2445 2.8143 -0.316 0.484 -0.383
H -4.0847 3.5429 3.1165 0.641 0.155 -0.434
H -2.9536 4.1658 1.8105 0.884 -0.216 0.242
H -6.5373 3.0301 -1.7488 -0.139 -0.169 0.087
H -6.3601 1.2658 -2.0167 0.760 1.040 0.430
H -4.9175 2.4575 -1.8950 -0.434 -0.701 0.446
H -3.2990 1.4894 0.9916 -0.831 1.335 -0.740
C -6.1138 -1.5781 5.9897 1.895 0.477 2.059
C -6.0223 -0.0914 5.8494 0.582 2.775 0.571
C -7.0483 0.5889 6.8168 -0.359 1.251 -2.349
C -6.8541 2.1198 6.9129 1.877 -0.324 0.887
C -5.4950 2.3026 7.6506 -0.307 -0.818 0.750
C -4.2949 1.7252 6.8981 -1.115 -0.320 -0.089
N -4.7000 0.3655 6.3939 1.124 -0.633 -0.086
O -3.6886 0.0391 5.4183 -0.881 0.055 -0.433
C -3.9571 2.6724 5.7372 -1.951 -0.577 -0.735
C -3.0657 1.5082 7.7616 0.851 -0.791 0.228
C -6.2218 0.3631 4.4101 -0.926 1.921 0.932
H -6.1121 -1.7023 7.0722 -0.035 -0.400 0.232
H -5.1962 -2.1088 5.6916 -0.728 0.067 -0.697
H -7.0609 -1.8863 5.6788 -1.214 -1.049 -1.119
H -8.0531 0.4127 6.4702 -0.511 -0.362 -0.450
H -6.9947 0.1140 7.7410 0.345 -0.590 1.864
H -7.5268 2.6430 7.6177 -0.447 -0.398 -0.987
H -6.7735 2.5635 5.8944 -0.556 -0.015 0.895
H -5.6118 1.8541 8.6684 0.166 -0.170 -0.736
H -5.2979 3.3242 7.8993 0.166 0.915 -0.188
H -3.0304 2.3923 5.2609 0.378 0.351 0.015
H -4.7648 2.4092 4.9911 0.975 0.878 0.455
H -4.0612 3.7334 6.0307 0.401 -0.505 -0.227
H -2.1952 1.3817 7.1029 -0.179 -0.246 0.171
H -2.7889 2.3452 8.3819 -0.285 0.674 0.209
H -3.1037 0.6268 8.4398 -0.315 0.469 -0.572
H -6.3782 1.4628 4.3086 0.654 -0.573 0.207
H -7.1668 0.0510 4.0587 -1.078 -1.121 -0.592
H -5.4383 0.0631 3.7788 0.953 -0.477 -0.867
H -3.0066 -0.4391 5.8850 0.745 -0.512 0.471
```
Positions in Å, forces in eV/Å.

Spin multiplicity: 1
Total energy, a.u.: -5267.5942
Charge: 0
HOMO-LUMO gap, eV: 8.236